A molecular structure, C40H55ClN4O16S at a distorted geometry. Source: the OMol25 dataset; level of theory: ωB97M-V/def2-TZVPD.

The calculation puts the LUMO energy at -1.0 eV. As for the charge: 0. The orbital gap is 7.94 eV.

Positions of all 117 atoms, in Å:
N: -5.003 1.173 -3.201
C: -3.843 1.736 -3.860
C: -2.668 2.148 -2.945
C: -1.523 2.687 -3.480
C: -1.394 2.885 -5.014
C: -0.293 1.915 -5.597
O: 0.320 2.196 -6.602
C: -0.046 0.578 -4.878
C: -0.949 -0.470 -5.120
C: -0.743 -1.667 -4.425
C: 0.308 -1.822 -3.534
C: 1.245 -0.802 -3.318
C: 1.035 0.392 -4.011
C: -0.378 3.077 -2.653
Cl: 1.050 3.781 -3.411
C: -0.340 2.929 -1.295
C: 0.837 3.278 -0.433
C: 1.335 4.596 -0.381
C: 2.458 4.730 0.456
C: 2.958 3.619 1.130
N: 2.499 2.356 1.148
C: 1.434 2.282 0.336
C: -1.530 2.366 -0.694
N: -1.702 2.134 0.584
S: -3.184 1.501 0.854
N: -3.644 1.468 -0.726
C: -2.697 1.967 -1.498
H: -5.340 1.766 -2.454
H: -4.825 0.236 -2.862
H: -4.150 2.600 -4.479
H: -3.453 0.986 -4.575
H: -1.122 3.936 -5.187
H: -2.347 2.657 -5.516
H: -1.784 -0.360 -5.818
H: -1.442 -2.496 -4.580
H: 0.435 -2.749 -2.969
H: 2.078 -0.913 -2.620
H: 1.734 1.218 -3.840
H: 0.905 5.412 -0.961
H: 2.954 5.698 0.564
H: 3.859 3.786 1.742
H: 0.990 1.277 0.251
C: 0.782 -0.001 4.287
C: 2.261 -0.105 3.982
O: 2.774 -1.401 4.332
C: 2.490 -2.379 3.474
O: 1.864 -2.271 2.451
O: 3.002 -3.516 3.958
C: 2.688 -4.672 3.178
H: 0.587 -0.262 5.329
H: 0.424 1.014 4.106
H: 0.200 -0.686 3.670
H: 2.810 0.617 4.585
H: 2.472 0.120 2.936
H: 2.962 -4.530 2.134
H: 1.626 -4.904 3.266
H: 3.262 -5.503 3.582
C: 6.936 8.970 5.175
C: 6.334 7.653 4.734
O: 5.327 7.848 3.730
C: 5.782 8.091 2.501
O: 6.936 8.149 2.169
O: 4.728 8.283 1.701
C: 5.078 8.650 0.365
H: 6.153 9.660 5.496
H: 7.630 8.816 6.002
H: 7.475 9.452 4.360
H: 5.835 7.176 5.577
H: 7.098 6.962 4.377
H: 5.779 7.939 -0.069
H: 5.499 9.655 0.352
H: 4.168 8.645 -0.229
C: -7.310 3.004 -4.313
C: -7.504 3.247 -5.795
O: -8.543 2.416 -6.330
C: -9.788 2.814 -6.067
O: -10.104 3.794 -5.444
O: -10.628 1.922 -6.599
C: -12.004 2.178 -6.313
H: -7.139 1.948 -4.118
H: -6.455 3.572 -3.940
H: -8.192 3.299 -3.744
H: -6.594 2.981 -6.333
H: -7.710 4.298 -6.007
H: -12.282 3.193 -6.590
H: -12.204 2.002 -5.256
H: -12.593 1.480 -6.903
C: -1.759 -4.250 0.192
C: -3.003 -4.501 -0.633
O: -2.728 -5.357 -1.751
C: -2.614 -6.655 -1.465
O: -2.732 -7.156 -0.378
O: -2.325 -7.303 -2.597
C: -2.084 -8.700 -2.421
H: -0.951 -3.861 -0.431
H: -1.955 -3.525 0.982
H: -1.402 -5.170 0.655
H: -3.363 -3.561 -1.050
H: -3.810 -4.914 -0.026
H: -2.907 -9.179 -1.893
H: -1.148 -8.853 -1.884
H: -1.998 -9.142 -3.411
C: 5.513 -10.373 7.479
C: 4.339 -9.461 7.771
O: 4.763 -8.103 7.949
C: 5.045 -7.439 6.828
O: 4.964 -7.871 5.707
O: 5.453 -6.214 7.164
C: 5.878 -5.420 6.055
H: 6.277 -10.271 8.252
H: 5.189 -11.414 7.440
H: 5.982 -10.123 6.528
H: 3.867 -9.758 8.707
H: 3.579 -9.524 6.991
H: 5.114 -5.381 5.281
H: 6.811 -5.812 5.651
H: 6.054 -4.411 6.420



A molecular structure, C40H56AsFeN2O2PS. Source: the OMol25 dataset; level of theory: ωB97M-V/def2-TZVPD.

The calculation puts the LUMO energy at -5.1 eV. As for the charge: +2. The orbital gap is 8.59 eV. The energy relative to the best compared isomer or geometry (same formula, charge and spin) comes out at 0.0 kcal per mole.

Positions of all 104 atoms, in Å:
Fe: 1.245 0.866 0.002
C: 1.650 2.011 2.664
C: 1.307 3.150 1.723
N: 1.723 2.819 0.342
C: 3.132 3.153 0.031
C: 4.127 2.148 0.583
S: 3.576 0.451 0.201
C: 3.577 -0.291 1.870
C: 2.187 -0.378 2.500
N: 1.308 0.711 2.030
H: 1.110 2.127 3.605
H: 2.709 2.006 2.909
H: 1.772 4.079 2.065
H: 0.230 3.300 1.703
H: 1.135 3.366 -0.282
H: 3.379 4.158 0.386
H: 3.232 3.155 -1.051
H: 4.274 2.243 1.655
H: 5.096 2.304 0.112
H: 4.266 0.301 2.470
H: 4.015 -1.285 1.792
H: 2.274 -0.367 3.591
H: 1.718 -1.318 2.226
H: 0.359 0.486 2.324
C: 1.971 -7.791 -0.532
C: 1.675 -6.342 -0.297
C: 2.560 -5.352 -0.716
C: 2.307 -4.009 -0.504
C: 3.361 -3.011 -0.875
C: 1.098 -3.637 0.127
C: 0.669 -2.271 0.257
O: 1.180 -1.255 -0.231
C: 0.214 -4.635 0.615
C: -1.046 -4.319 1.384
C: 0.518 -5.962 0.382
H: 2.836 -7.927 -1.177
H: 1.114 -8.291 -0.985
H: 2.170 -8.293 0.417
H: 3.481 -5.642 -1.206
H: 4.181 -3.500 -1.397
H: 3.773 -2.550 0.027
H: 2.972 -2.206 -1.483
H: -0.245 -2.135 0.853
H: -0.845 -3.699 2.260
H: -1.499 -5.241 1.739
H: -1.789 -3.803 0.771
H: -0.157 -6.729 0.742
C: 2.359 -0.651 -4.510
C: 2.222 0.803 -4.080
As: 0.893 1.160 -2.674
C: -0.665 0.351 -3.566
C: -1.970 1.128 -3.438
C: 0.490 3.016 -3.201
C: 1.617 4.029 -3.071
H: 3.014 -0.722 -5.379
H: 1.401 -1.086 -4.794
H: 2.787 -1.269 -3.732
H: 1.892 1.410 -4.926
H: 3.181 1.203 -3.747
H: -0.786 -0.659 -3.182
H: -0.380 0.249 -4.615
H: -2.285 1.233 -2.401
H: -2.765 0.602 -3.968
H: -1.900 2.126 -3.868
H: -0.390 3.335 -2.640
H: 0.186 2.957 -4.249
H: 1.946 4.150 -2.043
H: 1.291 5.011 -3.416
H: 2.487 3.748 -3.666
O: -0.697 1.470 0.212
P: -2.069 1.211 0.811
C: -3.088 2.659 0.548
C: -2.648 3.631 -0.348
C: -3.417 4.762 -0.580
C: -4.623 4.926 0.085
C: -5.059 3.968 0.992
C: -4.294 2.838 1.228
C: -2.870 -0.261 0.177
C: -2.137 -1.114 -0.634
C: -2.724 -2.258 -1.159
C: -4.043 -2.556 -0.857
C: -4.778 -1.712 -0.030
C: -4.197 -0.566 0.485
C: -1.949 0.965 2.593
C: -1.869 -0.322 3.127
C: -1.649 -0.499 4.487
C: -1.524 0.606 5.319
C: -1.620 1.890 4.796
C: -1.831 2.071 3.438
H: -1.709 3.488 -0.867
H: -3.076 5.513 -1.279
H: -5.224 5.807 -0.096
H: -5.993 4.105 1.520
H: -4.628 2.118 1.965
H: -1.113 -0.859 -0.873
H: -2.155 -2.905 -1.815
H: -4.506 -3.443 -1.268
H: -5.808 -1.944 0.203
H: -4.786 0.084 1.117
H: -1.994 -1.186 2.484
H: -1.600 -1.498 4.900
H: -1.370 0.466 6.380
H: -1.547 2.749 5.450
H: -1.928 3.074 3.037



A molecular structure, C40H56BFN7OS3SbSe4Ti at a distorted geometry. Source: the OMol25 dataset; level of theory: ωB97M-V/def2-TZVPD.

The calculation puts the LUMO energy (alpha / beta) at 3.4 / 3.4 eV. As for the charge: -2. The orbital gap (alpha / beta) is 4.70 / 4.72 eV. The energy relative to the best compared isomer or geometry (same formula, charge and spin) comes out at 81.4 kcal per mole. Its spin multiplicity is 3. The expectation value of S² is 2.025.

Positions of all 115 atoms, in Å:
Ti: -1.919 -0.638 2.264
C: -3.592 2.684 -0.522
C: -2.142 2.362 -0.632
C: -1.181 3.316 -0.910
C: 0.154 2.889 -1.070
N: 0.518 1.664 -0.819
N: -0.378 0.749 -0.400
B: 0.175 -0.672 -0.317
N: -0.776 -1.655 -0.962
N: -0.929 -1.264 -2.252
C: -1.487 -2.061 -3.123
C: -1.885 -3.355 -2.766
C: -1.862 -3.721 -1.415
C: -2.376 -5.047 -0.955
C: -1.379 -2.802 -0.478
S: -1.644 -3.007 1.190
C: -1.666 -1.398 -4.476
C: -2.573 -0.181 -4.262
C: -2.304 -2.336 -5.495
C: -0.298 -0.924 -4.979
N: 1.629 -0.813 -0.781
N: 2.335 -0.659 -1.922
C: 3.598 -1.030 -1.876
C: 4.213 -1.605 -0.755
C: 3.472 -1.764 0.440
C: 4.011 -2.357 1.701
C: 2.186 -1.318 0.354
S: 0.870 -1.278 1.464
C: 4.430 -0.785 -3.121
C: 5.591 0.147 -2.750
C: 3.597 -0.110 -4.207
C: 4.974 -2.115 -3.658
C: -1.715 1.051 -0.352
S: -2.872 -0.114 0.193
C: 1.216 3.778 -1.679
C: 1.159 3.491 -3.190
C: 2.587 3.410 -1.115
C: 0.939 5.260 -1.442
H: -3.768 3.745 -0.674
H: -3.947 2.415 0.479
H: -4.166 2.080 -1.226
H: -1.466 4.359 -0.949
H: -2.256 -4.060 -3.492
H: -2.647 -5.668 -1.808
H: -3.253 -4.923 -0.318
H: -1.614 -5.562 -0.364
H: -3.548 -0.494 -3.892
H: -2.715 0.368 -5.191
H: -2.130 0.486 -3.527
H: -3.285 -2.660 -5.156
H: -1.684 -3.214 -5.660
H: -2.429 -1.823 -6.446
H: 0.195 -0.346 -4.203
H: -0.404 -0.305 -5.868
H: 0.333 -1.776 -5.223
H: 5.244 -1.920 -0.773
H: 5.036 -2.697 1.574
H: 3.393 -3.204 2.004
H: 3.981 -1.623 2.507
H: 5.206 1.058 -2.300
H: 6.159 0.410 -3.640
H: 6.264 -0.326 -2.039
H: 3.191 0.826 -3.838
H: 2.768 -0.741 -4.509
H: 4.221 0.093 -5.076
H: 5.661 -2.575 -2.952
H: 5.504 -1.946 -4.595
H: 4.159 -2.814 -3.842
H: 1.401 2.449 -3.395
H: 1.867 4.132 -3.715
H: 0.160 3.696 -3.576
H: 2.748 2.340 -1.200
H: 2.620 3.705 -0.067
H: 3.372 3.932 -1.659
H: 0.022 5.578 -1.928
H: 1.757 5.845 -1.855
H: 0.870 5.468 -0.376
O: -0.660 -0.675 3.691
C: 0.236 0.031 4.231
C: 0.419 -0.035 5.716
C: -0.037 1.311 6.299
C: 1.112 2.306 6.415
C: 1.592 2.801 5.060
C: 2.047 1.727 4.077
N: 0.979 0.897 3.556
H: 1.468 -0.224 5.960
H: -0.191 -0.859 6.097
H: -0.478 1.148 7.283
H: -0.819 1.741 5.661
H: 1.937 1.848 6.972
H: 0.743 3.177 6.960
H: 2.425 3.494 5.184
H: 0.779 3.378 4.615
H: 2.809 1.078 4.525
H: 2.475 2.239 3.213
H: 0.779 1.007 2.560
F: -5.249 -5.762 2.139
C: -4.868 -4.492 2.476
C: -4.018 -4.306 3.549
C: -3.650 -3.023 3.899
C: -4.116 -1.907 3.183
C: -3.665 -0.557 3.467
C: -4.994 -2.147 2.112
C: -5.372 -3.424 1.757
H: -3.636 -5.157 4.094
H: -2.975 -2.882 4.738
H: -3.411 -0.360 4.533
H: -4.370 0.224 3.104
H: -5.380 -1.307 1.544
H: -6.036 -3.596 0.922
Se: -2.942 5.460 1.535
Sb: -1.533 3.929 2.814
Se: -1.854 1.491 2.514
Se: 0.710 4.712 2.237
Se: -1.750 4.617 5.151



10 unconnected molecules or ions with the total composition C40H56N9O16 at a distorted geometry. Source: the OMol25 dataset; level of theory: ωB97M-V/def2-TZVPD.

The calculation puts the LUMO energy at 0.3 eV. As for the charge: -1. The orbital gap is 6.09 eV. The energy relative to the best compared isomer or geometry (same formula, charge and spin) comes out at 48.0 kcal per mole.

Positions of all 121 atoms, in Å:
C: -0.617 -0.178 0.611
O: -0.167 -1.372 0.503
O: -0.299 0.711 -0.331
O: -1.248 0.127 1.694
H: 0.313 0.150 -0.920
C: 1.759 1.254 -4.873
C: 1.150 0.283 -3.883
C: 2.194 -0.478 -2.956
C: 3.675 -0.347 -3.344
C: 4.214 0.420 -4.515
C: 3.141 1.266 -5.130
N: 4.765 -1.089 -2.560
O: 4.371 -1.937 -1.667
O: 5.896 -0.674 -2.768
H: 0.996 1.910 -5.494
H: 0.028 0.181 -3.791
H: 1.730 -1.184 -2.190
H: 5.346 0.595 -4.710
H: 3.460 2.108 -5.605
C: -5.755 -2.361 1.837
C: -6.964 -2.357 2.681
C: -6.796 -1.345 3.925
C: -5.667 -0.506 4.091
C: -4.535 -0.495 3.057
C: -4.600 -1.576 1.912
N: -5.613 0.348 5.373
O: -6.184 -0.078 6.329
O: -5.037 1.475 5.250
H: -5.838 -2.975 0.861
H: -7.738 -3.120 2.508
H: -7.553 -1.142 4.676
H: -3.610 0.119 3.217
H: -3.892 -1.622 1.154
C: 1.363 3.541 1.910
C: 2.656 4.313 1.777
C: 3.890 3.641 2.642
C: 3.745 2.458 3.494
C: 2.310 1.841 3.684
C: 1.230 2.527 2.777
N: 4.913 1.693 3.972
O: 6.128 2.154 3.863
O: 4.599 0.760 4.605
H: 0.433 3.683 1.509
H: 2.753 5.165 1.121
H: 4.958 4.125 2.493
H: 2.051 0.997 4.193
H: 0.174 2.013 2.660
C: 5.035 -0.958 1.440
C: 3.597 -0.297 1.128
C: 3.435 0.849 0.231
C: 4.611 1.550 -0.468
C: 5.982 0.972 0.002
C: 6.176 -0.221 0.877
N: 4.417 2.472 -1.526
O: 5.466 3.177 -1.934
O: 3.280 2.938 -1.666
H: 5.277 -1.770 2.071
H: 2.789 -0.828 1.539
H: 2.530 1.278 -0.309
H: 6.792 1.522 -0.341
H: 7.137 -0.656 1.077
C: -0.805 6.226 -2.737
O: -0.253 5.887 -3.822
N: -0.581 5.445 -1.613
C: -0.901 5.966 -0.320
C: -0.001 4.070 -1.732
H: -1.351 7.170 -2.525
H: -1.659 5.661 0.117
H: -0.863 7.003 -0.258
H: -0.092 5.817 0.466
H: 0.161 3.390 -0.981
H: 1.102 4.454 -1.916
H: -0.583 3.547 -2.510
C: -2.244 -6.297 -0.210
O: -1.155 -6.245 0.295
N: -2.956 -5.160 -0.531
C: -4.196 -5.155 -1.308
C: -2.510 -3.873 0.043
H: -2.813 -7.181 -0.471
H: -3.956 -4.749 -2.390
H: -5.147 -4.435 -0.882
H: -4.680 -6.186 -1.420
H: -1.438 -3.572 -0.163
H: -2.607 -3.941 1.210
H: -3.079 -3.029 -0.300
C: -0.609 0.416 4.874
O: -0.858 1.412 5.491
N: 0.340 -0.382 5.345
C: 0.624 -1.589 4.462
C: 1.232 -0.156 6.482
H: -1.341 0.045 4.108
H: 1.352 -2.448 4.919
H: 1.154 -1.272 3.558
H: -0.232 -1.950 4.119
H: 2.412 -0.360 6.442
H: 0.555 -0.665 7.392
H: 1.246 0.936 6.759
C: -5.255 0.852 -2.705
O: -5.895 1.573 -3.398
N: -3.922 0.707 -2.857
C: -3.139 -0.259 -2.129
C: -3.179 1.647 -3.846
H: -5.574 0.520 -1.705
H: -3.663 -0.401 -1.167
H: -2.118 -0.001 -2.035
H: -3.094 -1.288 -2.649
H: -3.026 2.509 -3.432
H: -3.817 1.839 -4.551
H: -2.092 1.080 -4.183
C: 0.296 -2.926 -4.677
O: -0.865 -2.496 -4.526
N: 1.033 -3.322 -3.678
C: 2.404 -3.760 -3.910
C: 0.384 -3.724 -2.350
H: 0.732 -3.135 -5.685
H: 3.072 -3.793 -3.013
H: 2.768 -3.152 -4.693
H: 2.415 -4.824 -4.467
H: 0.919 -4.298 -1.932
H: -0.508 -4.404 -2.443
H: 0.179 -2.772 -1.730



no.,E_tot (eV)
1,-104450.6895
2,-164804.5027
3,-381809.6346
4,-88529.8289